A molecular structure, C20H26B2ClCsF4N7, computed with the ωB97M-V functional and the def2-TZVPD basis.

```
61
Properties=species:S:1:pos:R:3:lowdin_charge:R:1
Cs -0.199 -1.685 -1.130 1.235
C 3.227 -2.067 -2.497 -0.049
C 3.320 -1.038 -1.421 -0.381
C 4.485 -0.514 -0.847 -0.002
C 4.038 0.405 0.082 -0.284
C 4.870 1.261 0.975 -0.031
N 2.690 0.403 0.041 0.013
N 2.257 -0.472 -0.870 -0.088
B 1.760 1.277 0.906 -0.513
N 0.875 2.176 0.021 0.015
N -0.001 1.714 -0.872 0.093
C -0.580 2.758 -1.440 -0.369
C -1.616 2.609 -2.503 -0.050
C -0.065 3.945 -0.902 -0.008
C 0.866 3.527 0.030 -0.287
C 1.726 4.388 0.891 -0.034
N 0.897 0.402 1.839 0.013
N -0.012 -0.478 1.409 -0.052
C -0.572 -1.028 2.474 -0.374
C -1.645 -2.059 2.388 -0.036
C -0.006 -0.492 3.638 -0.002
C 0.929 0.419 3.188 -0.285
C 1.824 1.278 4.014 -0.031
H 4.230 -2.372 -2.792 0.073
H 2.707 -1.665 -3.370 0.076
H 2.684 -2.949 -2.154 0.067
H 5.506 -0.759 -1.068 0.097
H 5.925 1.065 0.790 0.075
H 4.655 1.054 2.023 0.070
H 4.675 2.317 0.789 0.071
H 2.438 1.970 1.580 0.098
H -1.745 1.554 -2.738 0.063
H -1.315 3.144 -3.406 0.072
H -2.568 3.031 -2.175 0.067
H -0.329 4.955 -1.157 0.095
H 1.514 5.436 0.681 0.074
H 2.781 4.197 0.698 0.071
H 1.540 4.196 1.947 0.070
H -1.879 -2.266 1.345 0.036
H -2.548 -1.708 2.893 0.076
H -1.321 -2.985 2.867 0.082
H -0.241 -0.732 4.658 0.098
H 1.635 1.078 5.066 0.074
H 1.642 2.334 3.817 0.071
H 2.872 1.071 3.796 0.070
Cl -6.618 -3.669 -1.514 0.683
C -5.737 -2.193 -1.452 -0.659
C -6.405 -0.982 -1.362 -0.099
C -5.649 0.177 -1.306 -0.057
C -4.266 0.063 -1.349 -0.138
N -3.640 -1.095 -1.459 0.056
C -4.347 -2.206 -1.504 -0.150
H -7.483 -0.958 -1.337 0.103
H -6.123 1.143 -1.237 0.101
H -3.625 0.929 -1.290 0.092
H -3.794 -3.129 -1.586 0.113
F -1.135 -4.011 -1.911 -0.172
B -0.847 -5.381 -1.621 -1.353
F 0.427 -5.657 -2.085 0.110
F -0.899 -5.554 -0.247 0.108
F -1.784 -6.170 -2.246 0.125
```

The multiplicity is 1. The value obtained for the highest occupied orbital energy is -0.2175 Ha. For the HOMO-LUMO gap, the calculation gives 8.0 eV. As for the total charge: -1.


2 unconnected molecules or ions with the total composition C15H35FN2O4S, computed with the ωB97M-V functional and the def2-TZVPD basis.

```
58
Properties=species:S:1:pos:R:3:lowdin_charge:R:1
C -3.913 -0.444 2.932 -0.091
N -3.338 0.178 1.698 -0.084
C -4.153 -0.309 0.579 -0.154
N -3.378 -0.372 -0.716 -0.257
F -4.348 -0.492 -1.695 0.067
C -2.610 0.875 -1.040 -0.108
C -1.168 0.937 -0.456 -0.192
C -0.884 2.355 0.162 -0.179
C 0.499 2.299 0.908 -0.208
C 1.688 2.099 -0.076 -0.208
C 3.070 1.933 0.628 -0.204
C 4.193 1.562 -0.417 -0.197
C 4.539 0.042 -0.399 -0.199
C 3.271 -0.892 -0.459 -0.149
C 2.772 -1.343 0.970 -0.238
O 2.156 -2.624 0.921 -0.219
C 3.051 -3.683 1.261 -0.108
S -2.406 -1.882 -0.859 0.785
C -1.699 -2.401 0.744 -0.094
O -3.404 -2.927 -1.226 -0.302
O -1.421 -1.810 -1.958 -0.243
H -3.551 0.046 3.853 0.095
H -3.728 -1.533 2.898 0.080
H -5.020 -0.270 2.906 0.094
H -3.582 1.163 1.788 0.109
H -4.997 0.386 0.389 0.163
H -4.484 -1.339 0.821 0.135
H -3.185 1.729 -0.606 0.139
H -2.572 1.096 -2.159 0.131
H -0.474 0.800 -1.308 0.097
H -0.963 0.213 0.359 0.083
H -0.928 3.162 -0.591 0.125
H -1.640 2.490 0.977 0.096
H 0.418 1.509 1.689 0.102
H 0.669 3.256 1.457 0.114
H 1.441 1.280 -0.779 0.088
H 1.765 3.022 -0.697 0.131
H 3.056 1.248 1.499 0.096
H 3.341 2.945 1.013 0.109
H 3.852 1.917 -1.415 0.116
H 5.101 2.152 -0.156 0.103
H 5.138 -0.204 -1.306 0.104
H 5.181 -0.243 0.467 0.107
H 2.447 -0.459 -1.062 0.104
H 3.557 -1.838 -0.977 0.113
H 2.004 -0.615 1.323 0.102
H 3.623 -1.271 1.679 0.112
H 3.144 -4.368 0.390 0.091
H 2.593 -4.231 2.118 0.088
H 4.046 -3.339 1.608 0.089
H -1.477 -1.571 1.441 0.059
H -2.405 -3.088 1.254 0.081
H -0.747 -2.928 0.524 0.087
C -0.839 1.181 -4.161 -0.465
O -1.302 2.197 -3.407 -0.400
H -1.405 0.949 -5.095 0.041
H 0.201 1.283 -4.554 0.040
H -0.793 0.171 -3.678 0.022
```

The multiplicity is 1. The value obtained for the highest occupied orbital energy is -0.2015 Ha. For the HOMO-LUMO gap, the calculation gives 4.7 eV. As for the total charge: 0. The calculation puts the energy above the lowest of the compared OMol25 structures with the same formula, charge and spin at 1.811 eV.